Below is C33H26N5O3SSiTl as an isolated structure, with properties calculated with ωB97M-V/def2-TZVPD.

Atoms and positions in Å:
1 Tl 0.48641 0.75491 1.28633
2 N -6.20259 2.03225 3.47231
3 C -5.08381 1.75686 3.63385
4 N -3.84028 1.45995 3.94114
5 C -3.01018 1.10842 2.99965
6 N -2.19144 0.78790 2.23317
7 N -1.00439 -6.63075 -0.45163
8 C -1.92994 -5.66376 -0.17482
9 O -3.12093 -5.88581 -0.28171
10 C -1.39209 -4.33376 0.26678
11 C -2.27835 -3.27451 0.38294
12 C -1.78877 -2.02211 0.71759
13 N -0.49665 -1.78912 0.93995
14 C 0.35187 -2.81108 0.86142
15 C -0.04949 -4.09426 0.52982
16 H -1.35738 -7.46332 -0.88986
17 H -0.04007 -6.39428 -0.59288
18 H -3.32826 -3.42649 0.17826
19 H -2.44231 -1.16141 0.80379
20 H 1.39723 -2.58291 1.03435
21 H 0.70873 -4.86490 0.47957
22 O 7.63179 2.96646 -3.12987
23 C 7.65121 2.32183 -1.92358
24 O 8.62085 2.47538 -1.22110
25 C 6.47294 1.50518 -1.58762
26 C 6.45355 0.83846 -0.35745
27 C 5.38565 0.05415 0.01737
28 C 4.26121 -0.12275 -0.81992
29 S 2.92104 -1.11658 -0.39144
30 C 4.29067 0.55917 -2.05686
31 C 5.35797 1.34567 -2.42294
32 H 6.80131 2.76343 -3.57477
33 H 7.30616 0.95876 0.29943
34 H 5.38909 -0.44872 0.97625
35 H 3.44144 0.45114 -2.71960
36 H 5.28775 1.83820 -3.39072
37 C -2.10598 -3.01982 -3.17842
38 C -2.98704 -1.96349 -3.00346
39 C -2.52710 -0.74017 -2.52799
40 C -1.18116 -0.53350 -2.21109
41 C -0.30776 -1.61649 -2.39653
42 C -0.76089 -2.83751 -2.87557
43 Si -0.52450 1.06603 -1.39758
44 C -1.96150 2.30278 -1.65951
45 C -1.99941 3.24687 -2.69043
46 C -3.07093 4.11981 -2.83788
47 C -4.14053 4.06874 -1.95431
48 C -4.12554 3.14426 -0.91794
49 C -3.04609 2.28231 -0.77381
50 C 0.79837 1.73907 -2.60238
51 C 1.05041 1.22857 -3.87857
52 C 1.99641 1.80399 -4.71902
53 C 2.70821 2.92397 -4.30893
54 C 2.47589 3.45101 -3.04546
55 C 1.54344 2.85523 -2.20750
56 H -2.46487 -3.97924 -3.53433
57 H -4.03969 -2.09247 -3.23042
58 H -3.23475 0.07158 -2.39845
59 H 0.74094 -1.50383 -2.13648
60 H -0.06000 -3.65651 -3.00070
61 H -1.17525 3.30099 -3.39373
62 H -3.06994 4.84313 -3.64656
63 H -4.97532 4.75150 -2.06519
64 H -4.94318 3.10323 -0.20757
65 H -3.03053 1.59655 0.06652
66 H 0.49709 0.36178 -4.22217
67 H 2.17537 1.37885 -5.70062
68 H 3.44442 3.37559 -4.96453
69 H 3.03446 4.31558 -2.70527
70 H 1.38874 3.26906 -1.21523

Properties
gap between HOMO and LUMO = 5.55 eV
maximum force = 0.12 eV/Å
E_HOMO = -1.604 eV
LUMO energy = 3.95 eV
total charge = -2
multiplicity = 1